Record 1
The following is a quantum chemistry calculation of the ion CH3O3S with charge -1 at a distorted geometry, from the Open Molecules 2025 dataset.

Output
Charge ... -1
SMILES ... O=[S@@H]([O-])=CO
LUMO level ... 4.052 eV
HOMO-LUMO gap ... 6.81 eV
M ... 95.10 g mol⁻¹
ΔE to the lowest compared entry with this formula, charge and spin ... 3.505 eV
HOMO level ... -2.76 eV
Multiplicity ... 1

Last column: natural (NBO) charge in e.
CARTESIAN COORDINATES (ANGSTROEM)
O  -1.237  -2.354  -0.058  -0.992
S  -1.025  -0.976  0.548  1.832
O  -1.873  -0.573  1.675  -1.012
C  0.723  -0.542  1.018  -0.538
O  0.735  0.837  0.836  -0.770
H  -1.349  0.084  -0.346  -0.091
H  1.402  -0.873  0.144  0.112
H  0.648  1.225  1.808  0.459

Record 2
The following is a quantum chemistry calculation of a structure of composition C22H18BrN4O2PbS3, from the Open Molecules 2025 dataset.

Output
Charge ... -1
LUMO level ... 1.917 eV
HOMO-LUMO gap ... 6.01 eV
M ... 753.72 g mol⁻¹
HOMO level ... -4.09 eV
Multiplicity ... 1

Last column: natural (NBO) charge in e.
CARTESIAN COORDINATES (ANGSTROEM)
Pb  -0.245  -0.732  -0.220  1.296
C  3.888  1.532  -0.351  -0.687
C  2.732  0.670  -0.783  0.354
N  2.046  0.037  0.107  -0.401
N  2.510  0.130  1.402  -0.403
C  1.694  0.040  2.390  -0.051
S  -0.028  -0.022  2.427  -0.356
S  2.535  0.012  3.986  0.186
C  2.818  -1.810  4.216  -0.537
C  1.575  -2.608  4.469  0.051
C  0.926  -3.296  3.451  -0.226
C  -0.274  -3.948  3.695  -0.190
C  -0.826  -3.938  4.965  -0.226
C  -0.167  -3.285  5.997  -0.218
C  1.020  -2.621  5.747  -0.239
C  2.420  0.582  -2.212  -0.191
C  3.496  0.478  -3.104  -0.167
C  3.315  0.438  -4.469  -0.301
C  2.021  0.529  -4.982  -0.182
C  0.945  0.658  -4.137  -0.293
C  1.090  0.665  -2.726  0.386
O  0.030  0.797  -1.989  -0.845
H  3.564  2.182  0.460  0.244
H  4.260  2.131  -1.176  0.217
H  4.685  0.901  0.048  0.242
H  3.474  -1.829  5.086  0.222
H  3.358  -2.148  3.333  0.228
H  1.352  -3.331  2.455  0.224
H  -0.765  -4.471  2.888  0.236
H  -1.765  -4.444  5.152  0.202
H  -0.586  -3.286  6.996  0.200
H  1.524  -2.087  6.545  0.200
H  4.501  0.380  -2.708  0.199
H  4.166  0.339  -5.131  0.200
H  1.863  0.493  -6.054  0.199
H  -0.063  0.726  -4.526  0.211
O  -5.959  2.895  -0.249  -0.652
C  -4.806  2.192  -0.191  0.352
C  -4.774  0.800  -0.194  -0.338
C  -3.548  0.172  -0.135  0.078
N  -2.396  0.834  -0.073  -0.509
C  -2.433  2.157  -0.067  0.182
Br  -0.811  3.095  0.053  0.124
C  -3.609  2.890  -0.121  -0.327
H  -6.708  2.292  -0.294  0.482
H  -5.687  0.220  -0.240  0.216
H  -3.469  -0.910  -0.136  0.218
H  -3.592  3.969  -0.108  0.241
S  -0.701  -3.293  -1.572  -0.401
C  -0.279  -4.476  -0.496  0.063
N  0.006  -5.321  0.251  -0.514

Record 3
The following is a quantum chemistry calculation of a cluster of 11 separate species, C42H62O33 in total at a distorted geometry, from the Open Molecules 2025 dataset.

Output
SMILES ... C[C@H]1COC(=O)O1.C[C@H]1COC(=O)O1.C[C@H]1COC(=O)O1.C[C@H]1COC(=O)O1.C[C@H]1COC(=O)O1.C[C@H]1COC(=O)O1.C[C@H]1COC(=O)O1.C[C@H]1COC(=O)O1.C[C@H]1COC(=O)O1.O=C1OCCO1.O=C1OCCO1
LUMO level ... -0.274 eV
HOMO-LUMO gap ... 10.42 eV
M ... 1094.92 g mol⁻¹
ΔE to the lowest compared entry with this formula, charge and spin ... 6.205 eV
HOMO level ... -10.69 eV
Multiplicity ... 1

Last column: Löwdin charge in e.
CARTESIAN COORDINATES (ANGSTROEM)
C  -2.976  2.100  6.531  0.005
C  -2.427  0.831  7.247  -0.296
C  -1.232  1.061  8.123  -0.186
O  -1.682  0.770  9.321  0.111
C  -2.947  0.413  9.342  -0.587
O  -3.618  0.231  10.329  0.150
O  -3.417  0.279  8.119  0.111
H  -3.693  1.905  5.734  0.084
H  -2.100  2.527  6.042  0.079
H  -3.242  2.746  7.368  0.096
H  -2.187  -0.010  6.596  0.151
H  -0.737  2.032  8.090  0.144
H  -0.454  0.340  7.873  0.139
C  -9.174  2.495  0.932  -0.019
C  -9.019  1.246  0.032  -0.353
C  -9.355  1.376  -1.437  -0.126
O  -8.306  0.749  -2.040  0.073
C  -7.304  0.406  -1.209  -0.435
O  -6.211  -0.071  -1.507  0.124
O  -7.710  0.803  0.096  0.056
H  -8.980  2.321  1.991  0.078
H  -10.247  2.684  0.969  0.083
H  -8.532  3.349  0.717  0.089
H  -9.534  0.455  0.577  0.151
H  -9.360  2.400  -1.811  0.139
H  -10.324  1.002  -1.768  0.140
C  7.510  -0.095  -0.718  -0.005
C  7.177  1.388  -0.444  -0.338
C  8.236  2.418  -0.516  -0.113
O  7.688  3.369  -1.379  0.090
C  6.553  2.910  -1.950  -0.510
O  5.798  3.326  -2.851  0.104
O  6.355  1.697  -1.495  0.078
H  8.184  -0.452  0.061  0.076
H  8.166  -0.255  -1.574  0.090
H  6.743  -0.867  -0.656  0.088
H  6.565  1.557  0.442  0.160
H  9.271  2.098  -0.640  0.145
H  8.223  2.934  0.444  0.135
C  2.721  6.216  5.264  -0.008
C  3.471  7.052  4.200  -0.328
C  3.433  6.495  2.767  -0.065
O  3.281  7.727  2.070  0.101
C  2.805  8.633  2.862  -0.649
O  2.255  9.634  2.427  0.130
O  2.869  8.274  4.077  0.145
H  3.224  5.267  5.449  0.085
H  1.754  5.947  4.839  0.084
H  2.584  6.800  6.174  0.087
H  4.511  7.102  4.521  0.153
H  2.750  5.665  2.584  0.133
H  4.365  6.071  2.395  0.131
C  -3.013  -6.162  3.886  -0.020
C  -4.207  -6.117  3.021  -0.385
C  -4.133  -5.026  2.024  -0.087
O  -4.003  -5.676  0.748  0.102
C  -4.035  -6.964  0.921  -0.555
O  -3.693  -7.737  0.036  0.128
O  -4.425  -7.248  2.203  0.090
H  -2.135  -6.148  3.241  0.101
H  -3.129  -7.104  4.421  0.099
H  -2.844  -5.333  4.574  0.100
H  -5.135  -6.071  3.592  0.158
H  -3.224  -4.466  2.241  0.130
H  -4.996  -4.362  2.078  0.139
C  -0.158  1.589  -0.736  -0.022
C  -0.147  0.576  0.347  -0.319
C  0.805  -0.597  0.070  -0.081
O  1.659  -0.553  1.216  0.076
C  1.431  0.426  2.061  -0.592
O  2.099  0.623  3.039  0.144
O  0.423  1.148  1.553  0.087
H  -0.944  2.281  -0.434  0.094
H  -0.329  1.097  -1.694  0.097
H  0.819  2.071  -0.753  0.100
H  -1.059  -0.013  0.439  0.150
H  1.415  -0.584  -0.833  0.136
H  0.143  -1.462  0.033  0.128
C  -0.329  7.538  -3.721  -0.006
C  -1.712  8.235  -3.365  -0.298
C  -2.434  8.673  -4.522  -0.157
O  -3.682  8.059  -4.485  0.109
C  -3.816  7.322  -3.394  -0.572
O  -4.740  6.623  -3.063  0.150
O  -2.654  7.342  -2.739  0.103
H  0.343  8.181  -4.289  0.079
H  -0.466  6.720  -4.428  0.082
H  0.317  7.228  -2.899  0.078
H  -1.490  9.104  -2.745  0.151
H  -1.896  8.255  -5.373  0.134
H  -2.424  9.756  -4.640  0.148
C  4.400  -8.940  -2.749  -0.029
C  3.624  -7.688  -2.357  -0.295
C  2.297  -8.132  -1.751  -0.095
O  2.491  -7.765  -0.372  0.061
C  3.533  -6.880  -0.246  -0.511
O  3.921  -6.340  0.823  0.085
O  4.274  -6.857  -1.338  0.098
H  3.943  -9.536  -3.539  0.093
H  4.525  -9.526  -1.839  0.094
H  5.397  -8.618  -3.049  0.084
H  3.519  -7.041  -3.228  0.149
H  1.958  -9.133  -2.013  0.138
H  1.580  -7.460  -2.222  0.128
C  3.216  0.337  -9.376  -0.019
C  3.467  -0.706  -8.271  -0.331
C  2.691  -0.670  -6.924  -0.031
O  2.252  -2.064  -6.764  0.101
C  2.646  -2.794  -7.742  -0.563
O  2.292  -3.952  -7.867  0.133
O  3.097  -1.982  -8.782  0.053
H  3.174  1.299  -8.865  0.085
H  2.268  0.153  -9.880  0.088
H  3.925  0.248  -10.199  0.086
H  4.546  -0.723  -8.117  0.141
H  1.947  0.079  -7.195  0.125
H  3.280  -0.232  -6.118  0.132
O  -4.409  -1.765  -10.457  0.171
C  -4.480  -2.107  -9.321  -0.708
O  -5.499  -2.524  -8.716  0.099
C  -5.310  -3.009  -7.451  -0.115
C  -3.913  -2.471  -7.188  -0.083
O  -3.507  -2.384  -8.535  0.086
H  -6.164  -2.614  -6.901  0.139
H  -5.380  -4.097  -7.434  0.138
H  -3.280  -3.225  -6.721  0.135
H  -3.765  -1.494  -6.728  0.138
O  1.612  -5.123  9.471  0.154
C  2.468  -4.353  9.108  -0.511
O  2.893  -4.133  7.834  0.049
C  4.225  -3.610  7.857  -0.115
C  4.320  -2.936  9.261  -0.101
O  3.177  -3.501  9.949  0.026
H  5.007  -4.365  7.775  0.124
H  4.402  -2.888  7.059  0.127
H  4.123  -1.866  9.190  0.123
H  5.289  -3.193  9.690  0.124

Record 4
The following is a quantum chemistry calculation of a cluster of 2 separate species, C4H6NO2 in total at a distorted geometry, from the Open Molecules 2025 dataset.

Output
Charge ... -1
LUMO level ... 3.753 eV
HOMO-LUMO gap ... 7.03 eV
M ... 100.10 g mol⁻¹
ΔE to the lowest compared entry with this formula, charge and spin ... 4.133 eV
HOMO level ... -3.28 eV
Multiplicity ... 1

Last column: natural (NBO) charge in e.
CARTESIAN COORDINATES (ANGSTROEM)
C  3.009  0.620  0.340  0.743
C  -1.984  -1.136  -1.012  -0.455
C  -1.113  -0.139  -0.641  -0.145
C  -0.973  0.144  0.779  -0.687
N  2.138  0.964  -0.483  -0.446
O  3.432  0.678  1.471  -0.737
O  3.584  0.423  -0.886  -0.549
H  -2.171  -1.508  -1.956  0.186
H  -2.657  -1.423  -0.183  0.171
H  -0.472  0.499  -1.280  0.239
H  -1.368  1.081  1.284  0.215
H  0.045  0.473  1.165  0.270
H  -1.470  -0.676  1.402  0.194

Record 5
The following is a quantum chemistry calculation of a cluster of 8 separate species, C14H11Cl28NO5PS in total at a distorted geometry, from the Open Molecules 2025 dataset.

Output
Charge ... -1
LUMO level ... 1.363 eV
HOMO-LUMO gap ... 7.06 eV
M ... 1328.97 g mol⁻¹
HOMO level ... -5.69 eV
Multiplicity ... 1

Last column: natural (NBO) charge in e.
CARTESIAN COORDINATES (ANGSTROEM)
C  2.053  3.953  0.784  -0.243
O  1.885  2.550  0.893  -0.590
C  1.206  2.002  -0.257  -0.063
C  0.115  1.002  0.085  -0.205
C  -0.380  0.404  -1.285  0.778
O  0.362  0.618  -2.277  -0.764
O  -1.449  -0.257  -1.266  -0.742
C  0.567  -0.285  0.853  0.006
S  1.547  -0.063  2.408  -0.100
O  -0.669  -0.863  1.260  -0.483
C  -1.484  0.123  1.674  0.850
O  -2.395  -0.009  2.422  -0.572
C  -0.977  1.412  1.054  -0.713
P  -2.183  2.698  0.623  1.388
N  -3.040  2.483  -0.670  -1.333
H  1.077  4.443  0.807  0.160
H  2.628  4.271  1.652  0.189
H  2.591  4.203  -0.132  0.175
H  1.946  1.533  -0.896  0.227
H  0.749  2.839  -0.787  0.189
H  1.192  -0.940  0.260  0.235
H  1.492  1.241  2.688  0.142
H  -0.421  1.890  1.878  0.264
H  -1.475  3.907  0.547  -0.096
H  -3.027  2.780  1.755  -0.072
H  -2.765  1.612  -1.124  0.408
C  -5.309  0.076  5.307  -0.225
Cl  -4.955  -0.499  6.946  0.033
Cl  -4.215  1.398  4.903  0.067
Cl  -5.093  -1.241  4.161  0.084
Cl  -6.982  0.654  5.242  0.036
C  5.574  1.148  3.427  -0.228
Cl  4.332  1.820  2.381  0.091
Cl  7.154  1.267  2.632  0.033
Cl  5.623  2.050  4.952  0.032
Cl  5.215  -0.548  3.763  0.056
C  10.384  3.271  1.237  -0.227
Cl  9.121  3.928  0.195  0.066
Cl  11.951  3.414  0.431  0.051
Cl  10.420  4.168  2.758  0.056
Cl  10.045  1.571  1.568  0.065
C  0.187  -3.294  -4.194  -0.232
Cl  0.617  -4.524  -2.985  0.018
Cl  1.342  -3.391  -5.551  0.001
Cl  -1.441  -3.633  -4.816  0.025
Cl  0.236  -1.703  -3.468  0.159
C  -1.432  -7.723  -5.589  -0.222
Cl  -1.144  -8.361  -3.966  0.052
Cl  -0.386  -6.343  -5.874  0.085
Cl  -1.105  -8.990  -6.785  0.037
Cl  -3.126  -7.221  -5.729  0.037
C  -1.792  4.952  4.177  -0.225
Cl  -0.674  4.474  2.894  0.055
Cl  -1.104  6.301  5.091  0.047
Cl  -3.327  5.449  3.461  0.062
Cl  -2.062  3.578  5.250  0.069
C  -7.467  -7.077  -6.963  -0.224
Cl  -5.923  -6.572  -6.276  0.067
Cl  -8.599  -5.722  -6.935  0.058
Cl  -7.223  -7.605  -8.632  0.051
Cl  -8.125  -8.414  -6.015  0.052